{"formula": "CHN3O3S", "method": "ωB97M-V/def2-TZVPD", "relative_energy_ev": 7.5210, "spin_multiplicity": 1, "homo_ev": -10.16, "orbital_gap_ev": 9.83, "symbols": ["C", "N", "N", "N", "O", "O", "O", "S", "H"], "xyz": [[-0.750583, -0.038777, 1.636901], [0.418219, -0.023067, 1.284572], [-1.901646, -0.453663, 1.776225], [1.076564, -0.098018, -2.038012], [1.910481, -0.767024, -1.535594], [0.574418, -0.167172, -3.118729], [1.038728, 0.916482, 0.458973], [0.312630, 1.200727, -1.001405], [-2.678812, -0.569487, 2.537068]], "atomic_forces_ev_per_a": [[-3.49, -1.01, 0.10], [1.33, -0.58, 0.11], [-0.29, -0.01, 1.46], [-0.86, 0.52, 1.10], [0.96, -0.69, 0.17], [-0.15, 0.10, -0.93], [-0.43, 0.80, -0.66], [0.22, -0.14, 0.51], [2.70, 1.00, -1.86]], "lowdin_charge": [-0.306, 0.005, 0.161, -0.666, 0.071, 0.022, -0.487, 1.061, 0.138]}